Density functional theory data (the ωB97M-V functional and the def2-TZVPD basis) for a molecular structure, C38H48ClN5OSTi.

XYZ file:
```
95
Properties=species:S:1:pos:R:3
Ti -0.00339 0.45121 -0.18053
C -3.12064 -0.47075 1.89659
C -1.93620 -1.43019 1.70447
N -1.29067 -1.31857 0.36722
C -2.27647 -1.78380 -0.65673
C -2.31922 -0.90219 -1.89607
N -1.88474 0.48188 -1.58233
C -3.07190 1.33653 -1.29227
C -3.82656 0.91146 -0.04324
N -2.97890 0.79092 1.15847
H -3.19360 -0.26587 2.96578
H -4.05853 -0.96434 1.63239
H -2.28719 -2.45518 1.85256
H -1.17237 -1.25994 2.45529
H -0.53743 -2.01935 0.40062
H -3.25511 -1.81372 -0.18780
H -2.06090 -2.81483 -0.93649
H -3.33617 -0.89507 -2.29330
H -1.67801 -1.29266 -2.67621
H -1.48345 0.85354 -2.44115
H -3.75785 1.29436 -2.14197
H -2.74112 2.36851 -1.21021
H -4.34542 -0.03105 -0.21853
H -4.61714 1.64875 0.11260
H -3.21184 1.55442 1.77932
C 5.28897 3.47083 3.80578
C 3.97280 4.02902 3.23716
C 4.00142 5.56097 3.31242
C 2.82904 3.52455 4.11065
C 3.84639 3.55826 1.78711
C 4.82503 3.99693 0.87294
C 4.86160 3.55831 -0.42603
C 3.88561 2.65591 -0.83187
S 3.76391 1.87668 -2.36328
C 2.38616 1.05465 -1.81820
N 1.99111 1.31067 -0.58793
C 2.86591 2.23132 0.02149
C 2.85966 2.68829 1.34898
C 1.75719 -0.04577 -2.53095
C 2.24308 -0.53754 -3.73570
C 1.82920 -1.78540 -4.16978
C 0.98337 -2.53517 -3.36802
C 0.47290 -2.00297 -2.18584
C 0.80076 -0.71436 -1.75329
H 5.40168 3.77068 4.84913
H 6.15616 3.84064 3.25842
H 5.30251 2.37900 3.75918
H 4.13708 5.87341 4.34908
H 3.06629 5.98556 2.94669
H 4.81929 5.99127 2.73487
H 2.94342 3.91704 5.12235
H 2.84542 2.43681 4.17630
H 1.85485 3.84085 3.73273
H 5.58868 4.68664 1.20491
H 5.63452 3.89426 -1.10476
H 2.07388 2.37657 2.02127
H 2.96812 0.02242 -4.31468
H 2.19753 -2.18701 -5.10418
H 0.70801 -3.53819 -3.66946
H -0.19145 -2.63409 -1.61584
O 0.56989 -3.42720 0.98030
C 1.48664 -3.44697 2.08027
C 2.77704 -2.71044 1.76486
C 2.55528 -1.26621 1.29280
C 1.75658 -0.44497 2.26499
C 2.12057 -0.38316 3.60735
C 1.35344 0.33424 4.50454
C 0.21611 0.99570 4.04988
C -0.09783 0.89839 2.71835
N 0.65732 0.19836 1.83553
H 0.95490 -3.92577 0.25038
H 1.69675 -4.47531 2.37853
H 0.95597 -2.97108 2.90726
H 3.33388 -3.24734 0.99312
H 3.41071 -2.73042 2.65413
H 2.06415 -1.26571 0.31835
H 3.52664 -0.78374 1.15072
H 3.01003 -0.90313 3.93665
H 1.64043 0.38748 5.54667
H -0.41207 1.56631 4.71910
H -0.98907 1.34629 2.30342
Cl 1.11824 4.17986 -2.27780
C 0.82966 4.61174 -0.61740
C 1.29383 5.84159 -0.18270
C 1.01826 6.25672 1.10908
C 0.27892 5.44021 1.95221
C -0.16405 4.20764 1.50518
C 0.11073 3.74880 0.21331
C -0.46935 2.48232 -0.28116
H 1.84114 6.47563 -0.86696
H 1.35663 7.22838 1.44367
H 0.03311 5.77477 2.95215
H -0.77465 3.59827 2.16121
H -1.43495 2.31893 0.20454
H -0.61891 2.55697 -1.36311
```

HOMO-LUMO gap ... 6.816 eV
E_LUMO ... -6.21 eV
Total charge ... +2
Energy ... -3533.26578 Eh

Want to see where the charge sits? The Löwdin charges in e are: 1.11, -0.18, -0.17, -0.11, -0.15, -0.15, -0.10, -0.17, -0.17, -0.06, 0.13, 0.12, 0.14, 0.09, 0.06, 0.11, 0.13, 0.14, 0.11, 0.13, 0.14, 0.11, 0.11, 0.14, 0.12, -0.03, -0.54, -0.03, -0.05, -0.13, -0.01, -0.04, -0.46, 1.19, -0.56, 0.00, -0.27, 0.04, -0.24, -0.02, -0.04, -0.04, -0.12, -0.16, 0.09, 0.09, 0.09, 0.10, 0.07, 0.08, 0.10, 0.06, 0.07, 0.12, 0.12, 0.09, 0.11, 0.12, 0.12, 0.07, -0.08, -0.21, -0.15, -0.11, -0.25, 0.02, -0.01, -0.02, -0.13, 0.01, 0.11, 0.13, 0.12, 0.13, 0.12, 0.08, 0.14, 0.14, 0.13, 0.13, 0.09, 0.77, -0.58, -0.08, -0.07, -0.07, -0.05, -0.30, -0.20, 0.12, 0.12, 0.12, 0.10, 0.04, 0.04



Density functional theory data (the ωB97M-V functional and the def2-TZVPD basis) for 7 unconnected molecules or ions with the total composition C27H52O21.

XYZ file:
```
100
Properties=species:S:1:pos:R:3
C -4.72844 -2.31739 -1.41747
C -5.83743 -1.64443 -0.87366
O -5.81276 -1.71297 0.50809
C -4.71356 -2.38542 0.86254
O -4.32927 -2.51826 1.99879
O -4.16616 -2.84380 -0.22402
H -4.00370 -1.69229 -1.93908
H -5.14955 -3.08760 -2.06365
H -6.72449 -2.26822 -0.98367
H -5.83940 -0.62939 -1.27089
C 1.34540 2.79989 -2.60476
C 1.42741 2.19766 -4.06525
O 0.30459 2.53865 -4.74621
C 0.05767 1.98393 -5.96589
O 0.78467 1.21224 -6.59542
O -1.20997 2.34967 -6.31760
C -2.04422 3.26120 -5.56173
H 1.77157 3.79893 -2.69647
H 1.79704 2.08744 -1.91445
H 0.32323 2.99006 -2.27750
H 1.53493 1.11512 -3.99712
H 2.30273 2.67485 -4.50594
H -2.82094 3.82635 -6.07691
H -1.41162 4.05438 -5.16331
H -2.43967 2.68035 -4.72846
C -1.22375 -1.79322 -2.18534
C -0.38358 -0.51730 -2.46123
O 0.65321 -0.31664 -1.48936
C 0.33099 -0.04938 -0.16437
O -0.79112 0.05880 0.30193
O 1.49087 0.15085 0.46502
C 1.47982 0.31441 1.88549
H -0.49683 -2.60247 -2.11592
H -1.94117 -1.97440 -2.98571
H -1.89061 -1.69034 -1.32931
H -0.96260 0.38265 -2.66841
H 0.08156 -0.63809 -3.43957
H 1.10846 1.30490 2.14839
H 2.45584 0.25778 2.36744
H 0.84525 -0.47962 2.27909
C -0.56440 -3.11285 7.08099
C 0.46062 -3.32904 5.99440
O -0.16245 -3.68259 4.74138
C 0.47218 -3.34499 3.65015
O 1.52643 -2.67715 3.51868
O -0.34749 -3.72845 2.64559
C -0.05544 -3.51161 1.24091
H -1.39426 -3.80591 6.94272
H -1.09079 -2.16479 6.97060
H -0.11521 -3.10231 8.07407
H 1.17171 -4.07462 6.35015
H 1.10281 -2.45668 5.87325
H 0.39922 -2.54831 1.00971
H -1.02169 -3.69057 0.76929
H 0.62869 -4.32994 1.01640
C -4.13915 1.97991 0.58060
C -3.64324 1.46163 -0.78442
O -4.72984 1.57318 -1.76356
C -4.45605 1.27223 -3.01105
O -3.42877 0.79529 -3.46534
O -5.62291 1.50823 -3.71788
C -5.67943 0.99994 -5.04297
H -4.52332 2.99859 0.52765
H -3.36605 2.17066 1.32493
H -4.75003 1.19203 1.02125
H -3.32819 0.43453 -0.60029
H -2.89820 2.14179 -1.19722
H -5.57790 -0.08360 -5.10412
H -4.94589 1.50283 -5.67314
H -6.67644 1.25887 -5.39937
C 4.73551 -1.88000 -2.35642
C 3.29702 -1.91765 -1.79245
O 3.19563 -3.11280 -0.87555
C 3.70406 -2.97256 0.38851
O 4.13570 -1.92512 0.86309
O 3.55348 -4.10500 0.98069
C 4.19459 -4.45042 2.24495
H 5.41654 -1.40414 -1.65085
H 4.85720 -1.19531 -3.19576
H 5.09981 -2.87127 -2.62623
H 2.59336 -2.06522 -2.61172
H 2.98387 -1.01805 -1.26257
H 4.04468 -5.50515 2.47551
H 3.90332 -3.82675 3.09011
H 5.27314 -4.32872 2.14474
C 4.21109 5.13661 5.71529
C 4.29272 3.67160 5.20651
O 4.55845 3.76421 3.74620
C 3.51106 3.51826 2.91474
O 2.35648 3.30780 3.29264
O 3.91518 3.69448 1.64244
C 2.94602 3.50186 0.53922
H 3.46758 5.69035 5.14201
H 5.21575 5.53914 5.58599
H 3.98152 5.32226 6.76455
H 3.35059 3.18118 5.45138
H 5.04001 3.23336 5.86801
H 2.28338 2.64473 0.65886
H 3.25090 3.54141 -0.50652
H 2.21246 4.30569 0.60119
```

HOMO-LUMO gap (spin up / spin down) ... 9.440 / 2.943 eV
E_LUMO (spin up / spin down) ... -3.09 / -9.58 eV
Total charge ... +1
Multiplicity ... 2
Energy ... -2639.59825 Eh

Results of the Löwdin charge analysis, in e, for atoms 1 through 99: -0.13, -0.18, 0.09, -0.60, 0.15, 0.09, 0.11, 0.15, 0.15, 0.14, -0.03, -0.24, -0.02, -0.49, 0.12, -0.01, -0.02, 0.08, 0.05, 0.08, 0.11, 0.13, 0.10, 0.09, 0.07, -0.04, -0.19, -0.04, -0.54, 0.14, -0.04, -0.02, 0.08, 0.08, 0.05, 0.11, 0.12, 0.09, 0.10, 0.08, -0.06, -0.21, 0.07, -0.54, 0.05, 0.00, 0.01, 0.09, 0.08, 0.09, 0.12, 0.12, 0.07, 0.10, 0.09, -0.04, -0.17, 0.03, -0.58, 0.09, -0.02, -0.05, 0.08, 0.08, 0.08, 0.10, 0.13, 0.10, 0.09, 0.10, -0.04, -0.12, 0.11, -0.47, 0.44, 0.11, 0.05, 0.08, 0.09, 0.09, 0.13, 0.10, 0.12, 0.10, 0.11, -0.07, -0.17, 0.02, -0.55, 0.08, 0.01, -0.01, 0.08, 0.07, 0.08, 0.11, 0.12, 0.06, 0.08



Density functional theory data (the ωB97M-V functional and the def2-TZVPD basis) for a molecular structure, C15H40AsF6NiO15S5.

XYZ file:
```
83
Properties=species:S:1:pos:R:3
Ni 5.83158 -29.10763 -0.23982
As 6.10842 -31.13393 -3.32130
F 7.80098 -30.72354 -3.47264
F 6.09187 -30.63514 -1.59624
F 4.40771 -31.39990 -3.07466
F 6.06218 -31.56203 -5.00104
F 6.49764 -32.75444 -2.88894
F 5.74419 -29.49866 -3.74795
O 4.73641 -29.02360 -7.46506
S 3.58341 -29.89466 -7.41034
O 2.49839 -29.63832 -6.46276
O 2.94044 -29.98040 -8.87526
C 3.81027 -30.08515 -10.00019
C 3.04099 -30.74815 -11.13509
C 4.01190 -31.64549 -7.10582
H 4.70109 -30.69431 -9.83625
H 4.09250 -29.08480 -10.32330
H 3.52549 -30.56711 -12.09930
H 1.98843 -30.47185 -11.16906
H 3.04525 -31.84348 -11.18656
H 3.36088 -32.31832 -7.65477
H 3.83963 -31.77107 -6.04218
H 5.06134 -31.71308 -7.37713
O 4.49476 -26.13187 -2.61970
S 3.79109 -27.37061 -2.40079
O 4.47895 -28.39524 -1.64839
O 2.40695 -27.05741 -1.61177
C 1.64165 -25.93563 -2.08401
C 0.97178 -25.27025 -0.89185
C 3.15511 -28.01800 -3.96238
H 0.85942 -26.23472 -2.78520
H 2.28583 -25.23448 -2.61199
H 0.12551 -24.61831 -1.10061
H 1.75401 -24.76395 -0.32538
H 0.50856 -25.99017 -0.21082
H 4.06616 -28.32089 -4.46711
H 2.48684 -27.35009 -4.49474
H 2.53707 -28.83073 -3.57464
O 9.55687 -27.08158 -1.30200
S 8.18807 -26.74763 -1.55783
O 7.04516 -27.46533 -1.00028
O 8.00779 -25.20402 -1.15623
C 6.65959 -24.64334 -1.07564
C 6.92678 -23.18346 -0.75049
C 8.01191 -26.64597 -3.31802
H 6.08148 -25.21167 -0.35424
H 6.20729 -24.65184 -2.06712
H 7.33660 -22.72320 -1.65883
H 7.68916 -22.99248 -0.00109
H 6.02288 -22.57761 -0.66814
H 7.98677 -25.61263 -3.63656
H 7.12640 -27.20068 -3.63888
H 8.80158 -27.25525 -3.75540
O 2.11554 -30.62961 -1.10523
S 2.94423 -31.20242 -0.08402
O 4.26235 -30.61847 0.20329
O 2.08783 -31.22139 1.25947
C 1.86819 -29.98579 1.99840
C 0.40728 -30.08471 2.43069
C 3.16206 -32.97408 -0.42877
H 2.02571 -29.17011 1.29116
H 2.54905 -29.96716 2.84560
H -0.28017 -29.96826 1.59065
H 0.06261 -29.42341 3.22117
H 0.25247 -31.12894 2.71062
H 3.61147 -33.49969 0.41127
H 3.92563 -32.97888 -1.20655
H 2.22723 -33.39951 -0.77391
O 10.55658 -30.43560 0.30781
S 9.48990 -30.58340 -0.66864
O 8.26589 -29.83694 -0.47663
O 10.10589 -30.14247 -2.07892
C 11.50275 -30.38197 -2.43248
C 11.87431 -31.86081 -2.47483
C 9.07544 -32.32921 -0.85282
H 12.13147 -29.81009 -1.74945
H 11.55045 -29.90592 -3.40916
H 12.71050 -31.90603 -3.17295
H 11.06635 -32.37899 -2.99683
H 11.96665 -32.31160 -1.49534
H 9.96523 -32.85033 -0.51933
H 8.82219 -32.53529 -1.89034
H 8.20597 -32.62140 -0.26756
```

HOMO-LUMO gap (spin up / spin down) ... 8.818 / 7.181 eV
E_LUMO (spin up / spin down) ... -4.09 / -5.72 eV
Total charge ... +1
Multiplicity ... 3
Energy ... -8058.13206 Eh

Want to see where the charge sits? The Löwdin charges in e are: 1.06, 0.79, -0.22, -0.30, -0.23, -0.22, -0.21, -0.24, -0.28, 0.63, -0.31, -0.26, -0.27, -0.07, -0.10, 0.12, 0.12, 0.08, 0.08, 0.08, 0.08, 0.05, 0.06, -0.27, 0.68, -0.34, -0.24, -0.27, -0.06, -0.07, 0.13, 0.11, 0.09, 0.08, 0.08, 0.05, 0.09, 0.08, -0.23, 0.67, -0.35, -0.25, -0.24, -0.06, -0.07, 0.11, 0.10, 0.08, 0.09, 0.09, 0.08, 0.06, 0.08, -0.25, 0.66, -0.35, -0.27, -0.22, -0.05, -0.06, 0.11, 0.12, 0.09, 0.08, 0.09, 0.08, 0.06, 0.09, -0.27, 0.63, -0.35, -0.29, -0.21, -0.06, -0.10, 0.12, 0.13, 0.09, 0.08, 0.07, 0.06, 0.05, 0.08